The following is a quantum chemistry calculation of C5H8BrN2 as an isolated structure in a non-equilibrium geometry, from OMol25.

The geometry in XYZ format:
```
16
Properties=species:S:1:pos:R:3
C 1.0452 1.7876 0.1171
C 0.9645 1.1402 -1.0673
C 0.6007 1.2190 1.3358
C 0.3839 -0.2028 -1.2370
C -0.7488 -0.3601 0.2996
N -0.2359 0.1847 1.4424
N -0.9561 -1.9307 0.4858
Br -2.5777 0.3276 -0.1934
H 1.4542 2.6931 0.2694
H 1.5073 1.6988 -1.8064
H 0.8637 1.6328 2.2863
H -0.4257 -0.2963 -2.1101
H 1.1512 -1.0026 -1.4247
H -1.3515 -2.2795 1.3913
H -0.0269 -2.3616 0.3172
H -1.6479 -2.2501 -0.1059
```

DFT total energy	-78327.997	eV
multiplicity	1
Kohn-Sham gap	9.0	eV
charge	+1
LUMO	-4.70	eV
E_HOMO	-0.5035	hartree

---

The following is a quantum chemistry calculation of C46H38ErIN13O3 as an isolated structure in a non-equilibrium geometry, from OMol25.

The geometry in XYZ format:
```
102
Properties=species:S:1:pos:R:3
Er -0.6587 -0.8369 0.8001
O -1.5496 -1.2529 5.1458
C -1.4052 -1.3575 3.9380
N -0.4928 -0.8132 3.1224
C 0.5916 -0.0611 3.6559
C 1.1653 -0.2729 4.9441
C 2.3969 0.3378 5.2541
C 3.0358 1.1033 4.2983
C 2.4929 1.3481 3.0502
C 1.2404 0.8002 2.7239
N 0.5526 0.9835 1.4789
C 0.9185 1.9856 0.6750
O 1.8698 2.7717 0.7784
C 0.0235 2.1355 -0.5288
C 0.1772 3.2732 -1.2974
C -0.5486 3.3653 -2.4746
C -1.4337 2.3494 -2.7945
C -1.6012 1.3154 -1.8894
N -0.8291 1.1675 -0.8071
C -2.3990 -2.3144 3.2542
C -3.4520 -2.8622 3.9785
C -4.4008 -3.5742 3.3091
C -4.2457 -3.8573 1.9649
C -3.0939 -3.3571 1.3719
N -2.1738 -2.6108 1.9908
H 0.6883 -0.9937 5.5573
H 2.7895 0.1986 6.2765
H 3.9897 1.6026 4.5319
H 2.9733 2.0422 2.4228
H 0.8706 4.0074 -0.9617
H -0.4242 4.1889 -3.1327
H -2.0725 2.4295 -3.6629
H -2.3461 0.5391 -2.0791
H -3.5004 -2.6570 5.0210
H -5.1788 -4.0005 3.9039
H -4.9520 -4.3966 1.3339
H -2.9217 -3.5684 0.3223
C -3.3612 2.5273 2.8263
C -4.6049 2.4653 2.1757
C -4.8545 1.5443 1.1923
C -3.8365 0.6372 0.9331
N -2.6406 0.6424 1.5469
C -2.4200 1.5588 2.5085
C -3.9772 -0.3835 -0.1318
C -5.2191 -0.5729 -0.7837
C -5.2484 -1.4129 -1.8720
C -4.1020 -2.1357 -2.2784
C -2.9612 -1.9536 -1.5203
N -2.8859 -1.0762 -0.4924
C -1.6977 -2.6440 -1.9296
C -1.5705 -3.5150 -3.0404
C -0.4653 -4.3034 -3.1988
C 0.5978 -4.1897 -2.3131
C 0.4836 -3.2782 -1.2823
N -0.6542 -2.5370 -1.0871
H -3.2207 3.3422 3.5159
H -5.3543 3.2008 2.4108
H -5.8354 1.4727 0.7489
H -1.5084 1.5411 3.0460
H -6.0557 0.0231 -0.5235
H -6.2060 -1.5208 -2.4326
H -4.1347 -2.9245 -3.0403
H -2.4617 -3.6905 -3.6692
H -0.4457 -5.0113 -4.0169
H 1.5596 -4.6721 -2.3680
H 1.2914 -3.1531 -0.5886
C 3.4754 -0.0850 -0.0709
C 2.6316 -0.1322 -1.3027
N 1.3457 -0.4437 -1.2878
C 0.9490 -0.3113 -2.6304
C 1.9544 0.1952 -3.3736
N 3.0464 0.2643 -2.5437
C 4.3081 0.8980 -2.8880
N 4.3180 2.3052 -2.6657
N 4.8163 2.8409 -1.5345
N 4.6423 4.0995 -1.5276
C 4.0465 4.4582 -2.6996
C 3.6462 5.7068 -3.1786
C 2.9881 5.7696 -4.3513
C 2.6895 4.6161 -5.0869
C 3.0574 3.3512 -4.6239
C 3.7058 3.3005 -3.4203
H 2.8810 0.2282 0.7958
H 4.2718 0.6773 -0.1566
H 3.9534 -1.0401 0.1770
H -0.0837 -0.3987 -2.9398
H 1.9286 0.3959 -4.4445
H 4.5662 0.7195 -3.9303
H 5.1266 0.5066 -2.3364
H 3.9352 6.6031 -2.7210
H 2.7973 6.7740 -4.7476
H 2.1206 4.7110 -6.0030
H 2.8572 2.4664 -5.2533
N 3.1317 -2.0514 2.6855
C 2.0169 -2.6262 2.2697
O 1.2933 -2.1178 1.3865
C 1.5607 -4.0090 2.8573
I 2.4356 -4.5679 4.6979
H 3.4010 -1.1377 2.3583
H 3.6353 -2.3894 3.4817
H 1.7604 -4.8008 2.1717
H 0.4838 -3.9153 3.0254
```

DFT total energy	-109556.815	eV
multiplicity	4
Kohn-Sham gap (alpha / beta)	5.9 / 5.9	eV
charge	+1
LUMO (alpha / beta)	-3.26 / -3.26	eV
E_HOMO (alpha / beta)	-0.3362 / -0.3365	hartree

---

The following is a quantum chemistry calculation of a 2-piece molecular cluster, C7H9NO overall, from OMol25.

The geometry in XYZ format:
```
18
Properties=species:S:1:pos:R:3
C -1.5324 1.7864 0.1289
C -1.2822 1.5536 -1.2239
C 0.0300 1.4090 -1.6760
C 1.0919 1.4970 -0.7752
C 0.8418 1.7297 0.5777
C -0.4704 1.8744 1.0298
H -2.5649 1.9002 0.4847
H -2.1179 1.4844 -1.9328
H 0.2268 1.2258 -2.7406
H 2.1245 1.3831 -1.1309
H 1.6774 1.7990 1.2866
H -0.6672 2.0576 2.0943
N -0.1913 -3.0393 0.4875
C 1.0406 -3.5211 0.7981
O 1.2880 -4.6878 1.0446
H -0.9842 -3.6847 0.4520
H -0.3317 -2.0453 0.2905
H 1.8211 -2.7221 0.8048
```

DFT total energy	-10942.693	eV
multiplicity	1
SMILES string	c1ccccc1.NC=O
Kohn-Sham gap	10.5	eV
charge	0
LUMO	0.73	eV
E_HOMO	-0.3580	hartree

---

The following is a quantum chemistry calculation of a 7-piece molecular cluster, C51H42F5N3O15 overall in a non-equilibrium geometry, from OMol25.

The geometry in XYZ format:
```
116
Properties=species:S:1:pos:R:3
C -0.9616 2.1512 -2.2349
C 0.2512 1.5950 -2.2845
C 0.8664 0.7970 -1.1310
C 1.7191 1.7408 -0.2393
F 2.4588 2.5063 -1.0907
F 2.6194 1.0856 0.5559
C 0.9195 2.7402 0.6393
F 0.6594 2.0953 1.8245
F 1.6590 3.8123 0.9487
C 1.9743 -0.1646 -1.7229
N 1.8271 -0.5034 -3.1678
C 1.8645 -1.7167 -3.3686
O 1.6583 -2.8179 -3.7221
N 1.9762 -1.3449 -0.8476
C 0.9704 -1.2950 0.1147
O 0.8854 -1.8703 1.1590
C -0.0522 -0.2542 -0.4656
F -0.5536 -0.9840 -1.5749
C -1.2222 0.1675 0.4192
C -2.6180 -0.1288 -0.2202
N -3.6167 0.5388 0.6170
C -4.0263 -0.2552 1.7828
C -4.8076 -1.5534 1.4409
C -4.7209 1.0577 -0.1109
C -5.0665 0.6322 -1.5407
O -5.4388 1.8668 0.4347
H -1.4588 2.4431 -1.3069
H -1.4854 2.2697 -3.1870
H 0.7901 1.7001 -3.2264
H -0.0538 3.0091 0.2148
H 2.9963 0.2366 -1.6808
H 2.8871 -1.6562 -0.5309
H -1.1288 -0.3569 1.3841
H -1.2328 1.2353 0.6642
H -2.5667 0.2567 -1.2427
H -2.7438 -1.2220 -0.2816
H -4.7089 0.3833 2.3644
H -3.1811 -0.4520 2.4567
H -4.0790 -2.3344 1.1633
H -5.4697 -1.4167 0.5771
H -5.3309 -1.9306 2.3270
H -5.0052 -0.4456 -1.7321
H -6.0768 0.9990 -1.7564
H -4.4005 1.2007 -2.2152
O 5.4244 1.3173 2.3743
C 4.7731 1.4309 3.3943
C 3.3046 1.5904 3.3291
C 2.5747 1.7064 4.4361
C 3.2051 1.6820 5.7782
O 2.5433 1.7869 6.7886
C 4.6810 1.5246 5.8395
C 5.4089 1.4066 4.7317
H 2.8735 1.6080 2.3304
H 1.4991 1.8247 4.4104
H 5.1233 1.5098 6.8275
H 6.4850 1.2874 4.7542
O -9.4182 6.4158 -3.5782
C -9.1428 5.3006 -3.1860
C -9.8961 4.1132 -3.6623
C -9.5975 2.8905 -3.2322
C -8.4991 2.6660 -2.2612
O -8.2233 1.5505 -1.8672
C -7.7486 3.8490 -1.7863
C -8.0461 5.0742 -2.2147
H -10.6930 4.2999 -4.3713
H -10.1341 2.0110 -3.5657
H -6.9526 3.6600 -1.0759
H -7.5113 5.9493 -1.8828
O -7.7549 5.7300 0.3937
C -8.4825 5.7733 1.3647
C -9.9575 5.7774 1.2183
C -10.7559 5.8265 2.2815
C -10.2040 5.8775 3.6576
O -10.9321 5.9204 4.6256
C -8.7282 5.8731 3.8027
C -7.9302 5.8238 2.7389
H -10.3421 5.7392 0.2066
H -11.8351 5.8311 2.1957
H -8.3437 5.9113 4.8140
H -6.8510 5.8185 2.8239
O 9.5429 -0.0169 0.2339
C 8.5020 -0.1611 -0.3750
C 7.2541 0.5047 0.0676
C 6.1134 0.3418 -0.5952
C 6.0400 -0.5106 -1.8022
O 4.9915 -0.6591 -2.4035
C 7.2857 -1.1749 -2.2494
C 8.4300 -1.0145 -1.5878
H 7.3201 1.1212 0.9535
H 5.1932 0.8203 -0.2821
H 7.2118 -1.7929 -3.1351
H 9.3479 -1.4922 -1.8981
O 9.2146 -3.8528 -1.0277
C 9.4128 -4.2057 0.1194
C 9.2186 -3.2905 1.2683
C 9.4415 -3.6922 2.5172
C 9.8920 -5.0725 2.8150
O 10.0929 -5.4380 3.9533
C 10.0862 -5.9891 1.6664
C 9.8632 -5.5870 0.4178
H 8.8911 -2.2893 1.0384
H 9.3059 -3.0368 3.3681
H 10.4158 -6.9931 1.9016
H 9.9988 -6.2420 -0.4335
O 1.2597 -7.2136 -0.5075
C 1.4415 -7.3602 -1.6976
C 1.6497 -8.7070 -2.2834
C 1.8515 -8.8682 -3.5887
C 1.8753 -7.7086 -4.5135
O 2.0576 -7.8575 -5.7033
C 1.6671 -6.3625 -3.9280
C 1.4652 -6.2015 -2.6222
H 1.6283 -9.5409 -1.5932
H 2.0061 -9.8424 -4.0350
H 1.6883 -5.5274 -4.6166
H 1.3108 -5.2263 -2.1774
```

DFT total energy	-102330.310	eV
multiplicity	1
SMILES string	C=C[C@]1(C(F)(F)C(F)F)[C@H](N=C=O)NC(=O)[C@@]1(F)CCN(CC)C(C)=O.O=C1C=CC(=O)C=C1.O=C1C=CC(=O)C=C1.O=C1C=CC(=O)C=C1.O=C1C=CC(=O)C=C1.O=C1C=CC(=O)C=C1.O=C1C=CC(=O)C=C1
Kohn-Sham gap	7.8	eV
charge	0
LUMO	-1.72	eV
E_HOMO	-0.3492	hartree

---

The following is a quantum chemistry calculation of C15H26N6O7Pd as an isolated structure in a non-equilibrium geometry, from OMol25.

The geometry in XYZ format:
```
55
Properties=species:S:1:pos:R:3
O -0.0633 -0.8638 -3.3843
H 0.1437 -1.4349 -4.2392
Pd 0.5205 0.1875 -0.0376
N 1.7526 -1.3074 -0.7366
N -0.5658 -1.7016 0.1755
N 0.9427 2.2283 0.0426
N -1.1668 1.1098 0.9053
O 2.9533 -1.0387 -0.9289
O 2.0999 2.6841 -0.2793
O -2.1317 0.4251 1.5132
O -1.6859 -1.9160 0.8167
C -0.0047 -2.8056 -0.3595
C 1.2514 -2.5646 -0.9241
C 0.0632 3.0280 0.6786
C -1.0890 2.4109 1.1933
C 2.0517 -3.5566 -1.6441
H 1.8677 -3.5543 -2.7255
H 1.8428 -4.5559 -1.2693
H 3.1052 -3.3374 -1.5071
C -0.7358 -4.0925 -0.2411
H -1.6989 -4.0268 -0.7694
H -0.9260 -4.3841 0.8049
H -0.1569 -4.9015 -0.6911
C 0.3696 4.4448 0.8306
C -2.0657 3.0679 2.0791
H 1.0755 4.7727 0.0888
H 0.8101 4.7282 1.7799
H -0.5171 5.0501 0.7156
H -2.7934 2.3777 2.5210
H -2.5619 3.8417 1.4853
H -1.5163 3.5835 2.8701
H 2.0750 1.5521 -1.5342
H -2.0282 -0.6486 1.1768
C -1.7198 -0.1260 -2.7511
H -1.9976 -1.1689 -2.5034
H -1.5306 0.5038 -3.5683
H -1.8828 0.5003 -1.7371
O 1.4285 0.8342 -1.9853
H 0.7434 -0.3979 -3.0786
H 0.7531 1.3464 -2.4948
N 2.5158 -0.4792 6.5563
C 3.2149 0.0022 5.5152
O 4.3793 0.4904 5.6660
C 2.5593 -0.0769 4.1915
C 1.2816 -0.6259 4.0061
C 0.7347 -0.6039 2.7332
N 1.4395 -0.0709 1.7432
C 2.6666 0.4263 1.8556
C 3.2766 0.4323 3.0973
H 2.9074 -0.4002 7.4765
H 1.5613 -0.7789 6.4907
H 0.6831 -1.0717 4.7908
H -0.2395 -1.0307 2.5250
H 3.1217 0.8158 0.9496
H 4.2771 0.8685 3.1172
```

DFT total energy	-42717.412	eV
multiplicity	3
Kohn-Sham gap (alpha / beta)	5.3 / 6.7	eV
charge	0
LUMO (alpha / beta)	-1.04 / -0.66	eV
E_HOMO (alpha / beta)	-0.2313 / -0.2699	hartree

---

The following is a quantum chemistry calculation of a 2-piece molecular cluster, C3H4F2O overall in a non-equilibrium geometry, from OMol25.

The geometry in XYZ format:
```
10
Properties=species:S:1:pos:R:3
C 0.7644 -1.3453 -0.2770
C 1.3822 -1.8945 0.9085
C -0.0116 0.5080 0.1802
O 2.1498 -1.5045 -0.1381
F 1.6322 -1.2580 2.0656
F 1.3739 -3.2544 1.1547
H 0.2059 -1.9895 -1.0925
H 0.6194 0.8836 0.9122
H -0.8743 0.2549 0.6903
H -0.1059 0.8185 -0.8465
```

DFT total energy	-10654.913	eV
multiplicity	1
Kohn-Sham gap	11.0	eV
charge	0
LUMO	0.95	eV
E_HOMO	-0.3697	hartree

---

The following is a quantum chemistry calculation of the molecule C3H6N2SSi in a non-equilibrium geometry, from OMol25.

The geometry in XYZ format:
```
13
Properties=species:S:1:pos:R:3
C -1.9054 -1.2196 -1.0810
S -0.2618 -0.5804 -1.3533
C 0.1966 0.5064 -0.1627
Si 2.0048 1.1631 -0.1498
N -0.7668 1.1667 1.0355
C -2.0081 0.9274 1.2476
N -3.1029 0.6759 1.5454
H -2.3776 -0.8807 -0.1116
H -1.7547 -2.3067 -1.1496
H -2.6653 -0.8625 -1.7174
H 2.6431 -0.1356 -0.4114
H 2.3542 1.8255 -1.4226
H 2.3162 1.8117 1.1001
```

DFT total energy	-24896.996	eV
multiplicity	1
SMILES string	CS/C([SiH3])=N\C#N
Kohn-Sham gap (alpha / beta)	7.3 / 7.4	eV
charge	0
LUMO (alpha / beta)	-1.41 / -1.41	eV
E_HOMO (alpha / beta)	-0.3215 / -0.3219	hartree

---

The following is a quantum chemistry calculation of C38H33N2PTi as an isolated structure in a non-equilibrium geometry, from OMol25.

The geometry in XYZ format:
```
75
Properties=species:S:1:pos:R:3
Ti -1.4781 -0.1260 -0.6224
C -2.2260 1.9650 0.2157
C -2.3967 1.9473 -1.1897
C -3.3698 0.9727 -1.4949
C -3.7919 0.3870 -0.2750
C -3.0798 0.9940 0.7780
H -1.6673 2.6824 0.7774
H -1.9518 2.6206 -1.8938
H -3.7817 0.7860 -2.4660
H -4.5901 -0.3200 -0.1563
H -3.2224 0.8215 1.8244
C 3.6759 1.9343 1.0293
C 3.4370 0.4335 1.0051
C 4.5839 -0.3684 0.9036
C 4.5274 -1.7504 0.8258
C 3.2906 -2.3793 0.8323
C 2.1439 -1.6095 0.9493
C 2.1787 -0.2078 1.0566
P 0.4510 0.5010 1.2083
C 0.5361 2.2206 1.8957
C 0.5767 2.4357 3.2776
C 0.7036 3.7053 3.8235
C 0.7686 4.8082 2.9876
C 0.6580 4.6202 1.6194
C 0.5284 3.3525 1.0543
C 0.3541 3.3169 -0.4499
C -0.1745 -0.5637 2.5555
C 0.3891 -0.6131 3.8367
C -0.2250 -1.3179 4.8540
C -1.4097 -2.0038 4.5845
C -1.8865 -2.0741 3.2871
C -1.2449 -1.4073 2.2374
C -1.5729 -1.7011 0.7975
H 4.7474 2.1341 1.0058
H 3.2705 2.4182 1.9147
H 3.2418 2.4297 0.1585
H 5.5555 0.1257 0.8938
H 5.4452 -2.3318 0.7666
H 3.2144 -3.4630 0.7592
H 1.1862 -2.1199 0.9687
H 0.4915 1.6055 3.9599
H 0.7433 3.8238 4.9038
H 0.8739 5.8100 3.3965
H 0.6552 5.4843 0.9570
H -0.3643 4.0786 -0.7580
H -0.0250 2.3739 -0.8012
H 1.2909 3.5371 -0.9719
H 1.3361 -0.1147 4.0332
H 0.2106 -1.3333 5.8481
H -1.9263 -2.5295 5.3815
H -2.7407 -2.7069 3.0597
H -2.4969 -2.2759 0.7487
H -0.7905 -2.3654 0.4099
C 2.2522 0.0925 -3.0738
C 1.3084 0.2523 -2.0498
N 0.1287 -0.3235 -2.0293
C -0.1615 -1.1453 -3.0657
C 0.7006 -1.3712 -4.1219
C 1.9449 -0.7102 -4.1075
C 0.3154 -2.2557 -5.1932
C -0.8726 -2.8748 -5.1766
C -1.7811 -2.6860 -4.0742
C -3.0172 -3.3634 -3.9827
C -3.7804 -3.1926 -2.8827
C -3.3299 -2.3240 -1.8778
N -2.2117 -1.6486 -1.9570
C -1.4359 -1.8459 -3.0356
H 3.2074 0.6085 -3.0074
H 1.5524 0.8698 -1.2186
H 2.6468 -0.8601 -4.9248
H 1.0116 -2.4129 -6.0124
H -1.1607 -3.5442 -5.9824
H -3.3357 -4.0240 -4.7866
H -4.7246 -3.7113 -2.7585
H -3.9097 -2.1726 -0.9847
```

DFT total energy	-75322.668	eV
multiplicity	2
Kohn-Sham gap (alpha / beta)	6.7 / 7.0	eV
charge	+1
LUMO (alpha / beta)	-3.47 / -3.45	eV
E_HOMO (alpha / beta)	-0.3730 / -0.3830	hartree

---

The following is a quantum chemistry calculation of an isolated ion of composition C3H8N3 and charge +1 in a non-equilibrium geometry, from OMol25.

The geometry in XYZ format:
```
14
Properties=species:S:1:pos:R:3
C -0.3642 -1.2858 -0.5742
C 0.4602 0.0145 -0.2859
N -0.3265 1.2934 -0.2911
C 1.3905 -0.1004 0.9571
N 2.4620 -0.0052 -0.0268
N 1.7538 0.2540 -1.0369
H -0.6655 -1.3693 -1.6601
H -1.1776 -1.0853 0.1100
H 0.3576 -2.0178 -0.2050
H 0.2877 1.9533 -0.7585
H -0.3845 1.8245 0.7208
H -1.2480 1.1551 -0.8007
H 1.4863 0.8453 1.6617
H 1.5575 -0.9967 1.6675
```

DFT total energy	-7700.739	eV
multiplicity	1
SMILES string	C[C@@]1([NH3+])CN=N1
Kohn-Sham gap	10.0	eV
charge	+1
LUMO	-4.50	eV
E_HOMO	-0.5321	hartree

---

> The highest multiplicity belongs to which entry?

C46H38ErIN13O3